[1]
{"formula": "C6H9N4S", "method": "ωB97M-V/def2-TZVPD", "symbols": ["C", "C", "C", "C", "C", "C", "N", "N", "N", "N", "S", "H", "H", "H", "H", "H", "H", "H", "H", "H"], "xyz": [[0.843, -2.992, -0.713], [-1.236, -0.427, 0.017], [-0.405, 0.448, 0.581], [-2.393, 0.011, -0.896], [1.715, 1.787, 0.927], [0.309, 1.413, 1.161], [1.094, -2.991, 1.391], [-0.001, -3.940, -0.201], [0.239, -3.896, 1.068], [1.495, -2.354, 0.237], [1.147, -2.693, -2.430], [-1.310, -1.440, 0.483], [-3.144, 0.381, -0.306], [-2.748, -0.869, -1.437], [-2.191, 0.881, -1.605], [1.850, 2.890, 1.264], [2.008, 1.690, -0.180], [2.570, 1.184, 1.439], [2.476, -2.503, -2.438], [-0.191, 1.833, 2.054]], "lumo_energy_ha": 0.1188, "orbital_gap_ev": 7.80, "charge": -1, "e_homo_ha": -0.16783, "de_lowest_kj_mol": 204.78}


[2]
{"formula": "C6H9N7O2", "method": "ωB97M-V/def2-TZVPD", "symbols": ["C", "C", "N", "O", "N", "C", "O", "C", "C", "N", "N", "N", "N", "C", "N", "H", "H", "H", "H", "H", "H", "H", "H", "H"], "xyz": [[1.414, -0.712, -3.054], [0.237, 0.145, -2.805], [-0.225, 1.048, -3.616], [-1.290, 1.614, -3.040], [-1.537, 1.076, -1.828], [-0.622, 0.163, -1.645], [-0.494, -0.632, -0.586], [-1.481, -0.485, 0.432], [-1.201, 0.712, 1.346], [-0.334, 0.399, 2.447], [-0.676, 0.710, 3.723], [0.276, 0.367, 4.469], [1.277, -0.178, 3.786], [0.907, -0.166, 2.519], [1.591, -0.689, 1.484], [1.184, -1.743, -2.791], [2.253, -0.383, -2.442], [1.696, -0.648, -4.101], [-1.452, -1.419, 0.997], [-2.460, -0.359, -0.039], [-0.779, 1.531, 0.750], [-2.131, 1.061, 1.797], [2.554, -0.913, 1.655], [1.293, -0.499, 0.543]], "lumo_energy_ha": 0.0143, "orbital_gap_ev": 9.70, "smiles": "Cc1nonc1OCCn1nnnc1N", "e_homo_ha": -0.34212}


[3]
{"formula": "C6H9NO", "method": "ωB97M-V/def2-TZVPD", "symbols": ["O", "C", "C", "C", "C", "C", "N", "C", "H", "H", "H", "H", "H", "H", "H", "H", "H"], "xyz": [[-2.666, 0.780, -1.452], [-2.108, -0.286, -1.416], [-0.682, -0.538, -1.823], [0.371, 0.430, -1.261], [0.971, -0.051, 0.031], [0.973, 0.655, 1.201], [1.711, 0.316, 2.312], [1.638, -0.915, 2.832], [-2.664, -1.216, -1.168], [-0.367, -1.542, -1.550], [-0.694, -0.421, -2.918], [-0.007, 1.447, -1.193], [1.144, 0.594, -2.031], [1.280, -1.092, -0.006], [0.628, 1.685, 1.306], [2.104, -1.009, 3.808], [1.163, -1.750, 2.343]], "lumo_energy_ha": [0.1356, 0.1329], "s_squared": 0.761, "orbital_gap_ev": [3.59, 6.84], "charge": -1, "spin_multiplicity": 2, "e_homo_ha": [0.00359, -0.11840], "de_lowest_kj_mol": 96.25}


[4]
{"formula": "C6H9NO", "method": "ωB97M-V/def2-TZVPD", "symbols": ["C", "C", "C", "C", "C", "C", "H", "H", "H", "H", "H", "H", "H", "H", "H", "N", "O"], "xyz": [[-1.540, 0.278, -0.391], [-0.046, -0.740, 0.001], [1.349, -1.315, -0.134], [1.220, 1.041, 0.066], [-0.408, 1.429, -0.227], [0.284, 0.474, 0.868], [-2.631, 0.914, -0.125], [-1.919, 0.065, -1.466], [-1.680, -1.199, 1.000], [0.062, -0.703, -1.049], [1.742, -1.714, 0.849], [1.558, -2.204, -0.835], [2.043, 1.857, 0.038], [-0.696, 2.525, -0.263], [0.132, 0.347, 1.963], [-1.438, -1.144, 0.105], [1.968, 0.088, -0.400]], "lumo_energy_ha": 0.0365, "orbital_gap_ev": 9.49, "e_homo_ha": -0.31226, "de_lowest_kj_mol": 935.34}


[5]
{"formula": "C6H9NO", "method": "ωB97M-V/def2-TZVPD", "symbols": ["C", "C", "C", "C", "N", "C", "C", "O", "H", "H", "H", "H", "H", "H", "H", "H", "H"], "xyz": [[0.104, -1.625, -1.999], [0.086, -0.646, -1.160], [1.103, -0.316, 0.083], [0.176, 0.346, 0.997], [-1.144, -0.429, 1.035], [-0.584, 1.662, 1.331], [-0.352, 1.212, -0.045], [-0.749, 0.503, -1.223], [0.944, -2.214, -1.797], [-0.302, -1.540, -3.040], [1.622, -1.335, 0.356], [1.814, 0.585, -0.448], [-1.244, -0.777, 1.971], [-0.978, -1.424, 0.437], [0.043, 2.452, 1.498], [-1.134, 1.754, 2.328], [0.596, 1.793, -0.322]], "lumo_energy_ha": 0.0321, "orbital_gap_ev": 10.06, "smiles": "C=C1C[C@@]2(N)C[C@@H]2O1", "e_homo_ha": -0.33751, "de_lowest_kj_mol": 778.27}


[6]
{"formula": "C6H9NO", "method": "ωB97M-V/def2-TZVPD", "symbols": ["C", "C", "C", "N", "C", "C", "C", "O", "H", "H", "H", "H", "H", "H", "H", "H", "H"], "xyz": [[-0.608, 2.472, 0.108], [-0.624, 1.103, 0.311], [-1.502, 0.032, -0.372], [-0.917, -0.992, -1.180], [0.168, -1.565, -0.382], [0.931, -0.814, 0.414], [2.313, -0.609, 0.430], [0.318, 0.356, 0.962], [-0.026, 3.472, 0.357], [-1.467, 2.984, -0.237], [-2.319, 0.475, -1.110], [-2.333, -0.428, 0.300], [-0.256, -0.291, -1.837], [-0.324, -2.453, 0.204], [0.766, -2.093, -1.218], [2.992, -1.579, 0.102], [2.783, 0.294, 0.946]], "lumo_energy_ha": 0.0348, "orbital_gap_ev": 9.77, "smiles": "C=C1CNCC(=C)O1", "e_homo_ha": -0.32417, "de_lowest_kj_mol": 538.03}


[7]
{"formula": "C6H9NO", "method": "ωB97M-V/def2-TZVPD", "symbols": ["C", "C", "C", "C", "C", "C", "H", "H", "H", "H", "H", "H", "H", "H", "H", "N", "O"], "xyz": [[0.797, -0.156, -0.338], [1.076, 1.427, -0.341], [0.443, 0.552, 0.780], [-1.263, 0.302, 0.859], [-1.785, 0.226, -0.646], [-0.723, -0.861, -0.710], [1.502, -2.124, 0.397], [2.678, -1.096, 0.330], [2.094, 1.661, -0.139], [0.442, 1.928, -1.030], [0.824, 0.647, 1.906], [-1.607, 0.703, 1.830], [-1.709, 1.271, -0.914], [-2.775, -0.313, -0.733], [-0.813, -1.568, -1.765], [1.817, -1.293, -0.102], [-0.998, -1.306, 0.618]], "lumo_energy_ha": 0.0354, "orbital_gap_ev": 9.40, "e_homo_ha": -0.30988, "de_lowest_kj_mol": 620.23}


[8]
{"formula": "C6H9NO", "method": "ωB97M-V/def2-TZVPD", "symbols": ["C", "C", "C", "C", "C", "C", "H", "H", "H", "H", "H", "H", "H", "H", "H", "N", "O"], "xyz": [[0.747, -0.217, 0.231], [1.230, 1.393, 0.609], [0.311, 1.007, -0.571], [-1.770, 0.273, 0.153], [-1.406, -1.085, -0.243], [-0.649, -0.583, 0.816], [2.872, -1.193, 0.149], [1.570, -0.907, -1.560], [2.332, 1.735, 0.251], [0.806, 1.675, 1.634], [0.740, 0.902, -1.695], [-2.689, 0.605, 0.689], [-1.165, -1.044, -1.411], [-2.306, -1.667, 0.082], [-0.993, -0.878, 1.891], [1.516, -1.311, -0.366], [-1.146, 1.295, -0.657]], "lumo_energy_ha": 0.0187, "orbital_gap_ev": 9.17, "e_homo_ha": -0.31832, "de_lowest_kj_mol": 753.40}


[9]
{"formula": "C6H9NO", "method": "ωB97M-V/def2-TZVPD", "symbols": ["C", "C", "C", "C", "C", "N", "C", "O", "H", "H", "H", "H", "H", "H", "H", "H", "H"], "xyz": [[0.524, 2.089, -1.221], [0.850, 1.104, -0.379], [-0.278, -0.065, -0.132], [-1.672, 0.346, -0.638], [0.213, -1.422, -0.497], [0.943, -2.287, -1.026], [-0.671, -0.107, 1.368], [0.593, -0.183, 2.057], [1.254, 2.789, -1.435], [-0.150, 2.489, -2.065], [1.855, 0.925, -0.064], [-2.020, 1.422, -0.487], [-1.832, 0.056, -1.724], [-2.298, -0.406, 0.239], [-1.254, 0.775, 1.708], [-1.399, -1.046, 1.681], [0.715, -1.196, 1.865]], "lumo_energy_ha": 0.0179, "orbital_gap_ev": 10.87, "smiles": "C=C[C@@](C)(C#N)CO", "e_homo_ha": -0.38161, "de_lowest_kj_mol": 486.15}


[10]
{"formula": "C6H9NO", "method": "ωB97M-V/def2-TZVPD", "symbols": ["C", "C", "C", "C", "C", "C", "N", "O", "H", "H", "H", "H", "H", "H", "H", "H", "H"], "xyz": [[2.453, 0.804, 0.160], [0.770, -0.984, -0.142], [0.445, -2.261, -0.074], [0.245, 0.398, 0.009], [-0.732, 0.521, 1.245], [-0.515, 0.859, -1.211], [1.320, 1.343, 0.181], [2.855, -0.386, -0.099], [3.373, 1.519, 0.185], [0.994, -3.094, -0.103], [-0.547, -2.266, 0.122], [-1.011, 1.552, 1.300], [-0.170, 0.183, 2.141], [-1.532, -0.164, 1.076], [-0.522, 1.969, -1.144], [-1.510, 0.451, -1.244], [-0.030, 0.590, -2.090]], "lumo_energy_ha": -0.0169, "orbital_gap_ev": 8.71, "e_homo_ha": -0.33693, "de_lowest_kj_mol": 393.82}


[11]
{"formula": "C6H9NO", "method": "ωB97M-V/def2-TZVPD", "symbols": ["H", "N", "C", "C", "C", "C", "H", "H", "H", "H", "H", "H", "C", "C", "O", "H", "H"], "xyz": [[-1.890, -0.813, 2.035], [-0.917, -0.769, 1.747], [-0.285, 0.252, 1.334], [-0.106, 0.671, -0.120], [0.379, 1.973, -0.218], [-1.222, 0.302, -1.085], [0.284, 0.854, 2.052], [0.785, 2.329, -1.153], [0.272, 2.686, 0.586], [-1.840, 1.157, -1.352], [-1.807, -0.571, -0.802], [-0.723, 0.079, -2.029], [2.045, -1.060, 0.491], [1.271, -1.019, -0.492], [0.635, -1.886, -1.304], [2.805, -1.617, 0.978], [0.315, -2.570, -0.668]], "lumo_energy_ha": [-0.0174, -0.0231], "orbital_gap_ev": [7.42, 7.30], "smiles": "[H]/N=C/C(=C)C.C#CO", "e_homo_ha": [-0.29007, -0.29142], "de_lowest_kj_mol": 843.09}


[12]
{"formula": "C6H9NO", "method": "ωB97M-V/def2-TZVPD", "symbols": ["C", "C", "C", "C", "N", "C", "C", "O", "H", "H", "H", "H", "H", "H", "H", "H", "H"], "xyz": [[1.583, 0.198, -0.323], [0.929, 1.333, -0.252], [-0.515, 1.221, 0.229], [-0.616, 0.085, 1.260], [-0.453, -1.045, 0.343], [0.958, -1.125, -0.093], [-1.315, -0.658, -0.759], [-1.394, 0.754, -0.759], [2.599, 0.177, -0.755], [1.355, 2.275, -0.407], [-0.911, 2.245, 0.461], [0.123, 0.079, 2.043], [-1.666, -0.009, 1.656], [1.032, -1.720, -1.043], [1.575, -1.657, 0.618], [-2.330, -1.038, -0.570], [-0.956, -1.115, -1.652]], "lumo_energy_ha": 0.0362, "orbital_gap_ev": 10.08, "smiles": "C1=C[C@@H]2CN(C1)CO2", "e_homo_ha": -0.33403, "de_lowest_kj_mol": 159.48}


[13]
{"formula": "C6H9NO", "method": "ωB97M-V/def2-TZVPD", "symbols": ["C", "C", "C", "C", "C", "C", "N", "H", "H", "H", "H", "H", "H", "H", "O", "H", "H"], "xyz": [[-3.187, 0.702, 0.046], [-1.801, 0.292, 0.265], [-0.665, -0.092, 0.441], [0.725, -0.538, 0.595], [1.068, -1.666, -0.393], [1.691, 0.637, 0.481], [1.730, 1.400, -0.604], [-3.609, 0.194, -0.832], [-3.808, 0.454, 0.918], [-3.245, 1.787, -0.122], [0.875, -0.917, 1.619], [2.134, -1.913, -0.334], [0.482, -2.562, -0.152], [0.833, -1.365, -1.423], [2.919, 0.472, 0.815], [0.821, 1.703, -0.937], [3.035, 1.412, -0.384]], "lumo_energy_ha": 0.0266, "orbital_gap_ev": 10.42, "e_homo_ha": -0.35638, "de_lowest_kj_mol": 363.52}